a) 15
Properties=species:S:1:pos:R:3:mulliken_charge:R:1 method="wB97M-V/def2-TZVPD" homo_energy_ev=-9.35 total_charge=0
C 2.072 -1.097 -1.055 -0.864
C 1.023 -1.739 -1.801 -0.058
C 1.370 -0.271 -0.202 -0.035
C -1.401 0.208 0.131 0.536
C -1.263 1.273 1.202 -0.750
N -0.136 -1.343 -1.421 -0.969
N -2.399 -0.296 -0.321 -0.566
N 0.002 -0.417 -0.455 0.645
H 3.078 -1.110 -1.334 0.383
H 0.954 -2.527 -2.580 0.397
H 1.837 0.354 0.613 0.239
H -1.746 2.173 0.717 0.236
H -1.784 0.912 2.163 0.264
H -0.191 1.460 1.443 0.180
H -2.271 -0.948 -1.145 0.363



b) 15
Properties=species:S:1:pos:R:3:mulliken_charge:R:1 method="wB97M-V/def2-TZVPD" homo_energy_ev="-8.20 / -8.08" total_charge=0
N -0.001 -0.042 -0.074 0.259
C 0.481 -1.182 0.685 0.499
C -0.609 -0.291 -1.218 -0.059
C 0.158 1.178 0.448 -0.133
N 0.980 -0.833 1.890 -0.363
C -1.745 -0.156 -1.835 -0.616
C 0.723 2.298 0.089 -0.589
N 0.474 -2.367 0.264 -0.717
H 1.203 -1.575 2.527 0.275
H 0.746 0.084 2.236 0.163
H 0.121 -2.479 -0.682 0.223
H -1.843 -0.424 -2.874 0.255
H 0.626 3.180 0.700 0.257
H -2.653 0.201 -1.351 0.269
H 1.337 2.409 -0.803 0.276



Most stable: a)



a) 25
Properties=species:S:1:pos:R:3:mulliken_charge:R:1 method="wB97M-V/def2-TZVPD" homo_energy_ev=-7.76 total_charge=0
C 0.428 0.323 -0.206 -0.550
C 1.361 -0.812 -0.617 -0.760
C 0.927 -1.347 -2.041 -0.403
C 2.099 -1.269 -3.021 -1.288
C -0.416 -0.174 1.054 -0.944
N -1.246 0.985 1.421 0.255
C -2.653 0.962 1.128 -1.061
C -0.824 1.636 2.684 -1.167
H 0.882 1.240 0.171 0.332
H -0.324 0.677 -0.923 0.279
H 1.547 -1.613 0.139 0.453
H 2.368 -0.409 -0.479 0.429
H 0.168 -0.648 -2.360 0.290
H 0.478 -2.327 -1.897 0.348
H 2.761 -0.422 -2.810 0.351
H 2.779 -2.070 -2.787 0.330
H 1.862 -1.305 -4.094 0.334
H 0.214 -0.467 1.874 0.427
H -1.043 -1.044 0.717 0.266
H -3.276 1.134 1.996 0.419
H -2.990 -0.041 0.716 0.310
H -2.969 1.619 0.301 0.249
H -1.430 2.526 2.840 0.438
H 0.220 1.936 2.693 0.298
H -0.923 0.911 3.501 0.365



b) 25
Properties=species:S:1:pos:R:3:mulliken_charge:R:1 method="wB97M-V/def2-TZVPD" homo_energy_ev=-7.48 total_charge=0
C -0.538 0.696 -0.644 0.668
C 0.454 0.470 0.459 -0.017
C -0.895 -0.845 2.278 -1.072
C -0.257 -2.160 0.360 -1.003
C -0.444 -0.067 -1.956 -1.440
C -0.125 2.319 -0.991 -1.526
C 1.932 0.353 0.123 -1.624
N -0.046 -0.943 1.107 0.087
H -1.566 0.751 -0.279 0.329
H 0.317 1.190 1.269 0.416
H -0.761 -1.713 2.940 0.342
H -0.647 0.030 2.888 0.308
H -1.959 -0.773 2.016 0.328
H -1.291 -2.249 -0.002 0.312
H -0.067 -3.040 0.992 0.309
H 0.442 -2.248 -0.477 0.296
H -0.834 0.533 -2.785 0.436
H 0.582 -0.333 -2.217 0.231
H -1.056 -0.971 -1.934 0.350
H 2.355 1.333 -0.116 0.411
H 0.788 2.364 -1.588 0.366
H -0.040 2.965 -0.116 0.392
H -0.950 2.700 -1.600 0.440
H 2.128 -0.319 -0.714 0.238
H 2.478 -0.044 0.985 0.422



c) 25
Properties=species:S:1:pos:R:3:mulliken_charge:R:1 method="wB97M-V/def2-TZVPD" homo_energy_ev=-8.16 total_charge=0
C 0.630 -1.986 -0.236 -0.364
C 1.924 -2.679 0.086 -1.272
C 0.742 -0.457 -0.165 -0.599
N -0.554 0.059 0.307 0.150
C -0.850 -0.141 1.741 -1.105
C -0.082 2.591 0.144 -1.373
C -0.944 1.388 -0.190 0.361
C -1.149 1.229 -1.723 -1.549
H 0.311 -2.398 -1.199 0.279
H -0.246 -2.286 0.360 0.341
H 2.744 -2.335 -0.570 0.277
H 2.224 -2.501 1.142 0.287
H 2.041 -3.764 0.026 0.403
H 1.587 -0.173 0.476 0.307
H 0.905 -0.087 -1.176 0.295
H -1.888 0.124 1.901 0.357
H -0.055 0.369 2.282 0.360
H -0.801 -1.182 2.092 0.319
H 0.895 2.294 -0.269 0.310
H 0.163 2.813 1.179 0.331
H -0.224 3.552 -0.367 0.388
H -1.976 1.594 0.170 0.324
H -1.870 1.990 -2.066 0.443
H -1.795 0.380 -1.982 0.383
H -0.277 1.159 -2.363 0.347



d) 25
Properties=species:S:1:pos:R:3:mulliken_charge:R:1 method="wB97M-V/def2-TZVPD" homo_energy_ev="-5.47 / -7.06" total_charge=0
C 0.317 0.342 -1.182 1.643
C -0.740 -0.642 1.319 0.422
C -1.169 0.460 -1.183 -1.585
C 0.778 -1.036 -1.668 -1.679
C 1.043 1.448 -1.997 -1.648
C 0.269 -1.419 2.111 -1.424
C -1.551 0.371 2.056 -1.221
N 0.743 0.466 0.246 -0.473
H -1.287 -1.199 0.578 0.426
H 1.751 0.351 0.379 0.293
H 0.493 1.388 0.593 0.302
H -1.544 1.468 -0.997 0.312
H -1.671 -0.014 -2.023 0.313
H 0.302 -1.829 -1.091 0.323
H 0.760 1.370 -3.047 0.398
H 1.865 -1.148 -1.589 0.378
H 0.502 -1.167 -2.715 0.435
H 0.739 2.438 -1.646 0.396
H 2.135 1.377 -1.936 0.360
H 0.913 -0.779 2.721 0.299
H -0.961 1.235 2.381 0.286
H 0.898 -2.039 1.473 0.327
H -0.267 -2.091 2.796 0.405
H -2.373 0.732 1.443 0.338
H -1.946 -0.082 2.980 0.375



Most stable: c)



a) 25
Properties=species:S:1:pos:R:3:mulliken_charge:R:1 method="wB97M-V/def2-TZVPD" homo_energy_ev=-5.76 total_charge=0
C 2.239 -1.399 1.519 0.439
C 2.993 -0.838 0.506 -0.833
C 1.722 -2.666 1.597 -0.798
N -2.029 1.611 -0.892 -0.443
C -2.640 0.357 -1.157 -0.062
C -4.047 0.276 -0.573 -1.195
C -0.669 1.663 -1.223 -0.392
C 0.236 0.480 -0.836 -1.064
H 2.103 -0.781 2.398 0.256
H 3.773 1.905 2.001 -0.071
H 3.336 0.181 0.629 0.144
H 3.237 -1.340 -0.421 0.315
H 3.999 1.771 2.707 0.077
H 1.878 -3.406 0.824 0.284
H 1.210 -2.934 2.506 0.258
H -2.068 -0.512 -0.797 0.195
H -2.670 0.184 -2.244 0.308
H -3.996 -0.055 0.470 0.269
H -4.569 1.229 -0.624 0.336
H -4.627 -0.500 -1.084 0.332
H -0.536 1.829 -2.315 0.289
H -0.221 2.570 -0.796 0.375
H -0.142 -0.085 0.021 0.331
H 1.266 0.755 -0.611 0.284
H 0.224 -0.297 -1.605 0.368



b) 25
Properties=species:S:1:pos:R:3:mulliken_charge:R:1 method="wB97M-V/def2-TZVPD" homo_energy_ev=-7.48 total_charge=0
C 0.523 0.437 0.329 -0.201
N 0.635 -0.963 0.590 -0.631
C 1.412 -1.540 -0.506 0.833
C 2.894 -1.214 -0.485 -1.430
C 1.205 -3.058 -0.391 -1.463
C -1.682 1.047 -0.495 -1.175
C -2.147 2.956 0.949 -0.878
C -2.658 1.466 0.619 -0.316
H 0.360 1.042 1.195 0.341
H 1.117 0.962 -0.426 0.221
H -0.371 -0.237 -0.041 0.037
H 1.072 -1.218 -1.529 0.224
H 3.500 -1.944 -1.028 0.377
H 3.347 -0.964 0.476 0.350
H 3.120 -0.243 -0.976 0.343
H 1.884 -3.650 -0.996 0.395
H 0.131 -3.277 -0.470 0.345
H 1.295 -3.250 0.684 0.361
H -1.722 1.758 -1.308 0.485
H -1.896 0.014 -0.896 0.363
H -3.055 3.579 1.057 0.318
H -1.543 3.225 0.045 0.225
H -1.422 2.838 1.765 0.247
H -3.711 1.375 0.384 0.367
H -2.287 0.860 1.453 0.262



Most stable: b)



a) 18
Properties=species:S:1:pos:R:3:mulliken_charge:R:1 method="wB97M-V/def2-TZVPD" homo_energy_ev=-9.51 total_charge=0
O -1.114 -1.799 -1.976 -0.555
C -0.130 -1.850 -1.276 -0.010
N 0.243 -0.728 -0.536 -0.190
C -0.573 0.394 -0.163 0.052
C 0.361 1.766 -0.332 -0.586
O -0.383 2.699 -1.117 -0.524
C -0.775 0.740 1.327 -0.148
O -0.190 0.147 2.214 -0.600
H 0.658 -2.624 -1.253 0.329
H 1.103 -0.844 0.025 0.373
H -1.359 0.701 -0.845 0.355
H 1.257 1.536 -0.901 0.436
H 0.717 2.255 0.569 0.319
H 0.111 2.899 -1.908 0.323
H -1.430 1.553 1.654 0.446
H 1.419 -2.214 1.981 0.309
H 1.188 -0.737 1.768 0.425
O 1.826 -1.459 1.558 -0.756



b) 18
Properties=species:S:1:pos:R:3:mulliken_charge:R:1 method="wB97M-V/def2-TZVPD" homo_energy_ev=-8.01 total_charge=0
C 1.501 -0.468 1.322 0.685
C -1.229 0.820 -0.039 -0.738
C -0.329 1.280 -1.176 -0.597
C -1.070 0.030 -1.462 0.881
N 1.020 -1.324 2.247 -0.365
O 1.682 -0.769 0.146 -0.720
O 2.062 0.618 1.883 -0.482
O -2.096 0.084 -2.372 -0.523
O -0.452 -1.185 -1.476 -0.598
H 0.408 -1.125 -0.984 0.396
H 2.507 1.140 1.204 0.365
H -2.420 -0.818 -2.495 0.321
H 0.888 -1.013 3.194 0.216
H 0.568 -2.161 1.914 0.251
H -2.130 1.397 0.114 0.276
H -1.005 0.142 0.772 0.229
H 0.745 1.200 -1.062 0.136
H -0.650 2.151 -1.731 0.267



Most stable: b)



a) 114
Properties=species:S:1:pos:R:3:mulliken_charge:R:1 method="wB97M-V/def2-TZVPD" homo_energy_ev=-13.92 total_charge=+2
C 3.162 -2.747 -1.627 -1.187
C 3.113 -1.423 -2.408 0.146
C 3.770 -1.474 -3.754 -0.777
O 3.147 -2.556 -4.412 -0.339
C 3.774 -3.012 -5.709 -0.763
N 1.623 -1.099 -2.609 0.266
H 1.069 -1.007 -1.722 -0.238
H 1.535 -0.202 -3.070 0.517
H 1.123 -1.810 -3.190 0.477
H 2.441 -2.640 -0.772 0.269
H 4.251 -2.851 -1.328 0.379
H 2.789 -3.503 -2.333 0.305
H 3.517 -0.631 -1.765 0.422
H 4.807 -1.773 -3.562 0.467
H 3.701 -0.497 -4.238 0.438
H 3.592 -2.280 -6.486 0.284
H 3.298 -3.971 -5.918 0.239
H 4.834 -3.154 -5.516 0.321
C -4.098 -0.756 -3.973 -1.337
C -4.645 -1.588 -2.741 -0.086
C -4.177 -3.058 -2.991 -0.762
O -4.572 -3.910 -1.903 -0.336
C -4.516 -5.320 -2.189 -0.718
N -4.095 -1.056 -1.517 0.124
H -4.579 -0.185 -1.219 0.422
H -4.148 -1.770 -0.770 0.438
H -3.115 -0.840 -1.562 0.183
H -4.072 0.387 -3.826 0.340
H -4.827 -0.869 -4.767 0.430
H -3.088 -1.118 -4.152 0.383
H -5.731 -1.594 -2.663 0.474
H -3.144 -2.950 -3.281 0.375
H -4.706 -3.297 -3.880 0.480
H -4.701 -5.794 -1.288 0.288
H -3.505 -5.502 -2.621 0.312
H -5.253 -5.613 -3.004 0.279
C -1.021 5.054 -6.901 -1.339
C -1.079 5.717 -5.522 0.091
C -2.096 5.140 -4.457 -0.417
O -1.964 5.900 -3.341 -0.359
C -2.757 5.464 -2.259 -0.624
N 0.396 5.696 -5.043 -0.071
H 0.829 6.416 -5.594 0.412
H 0.354 5.832 -4.032 0.346
H 0.921 4.817 -5.168 0.268
H -0.706 4.003 -6.790 0.319
H -0.308 5.473 -7.638 0.411
H -2.080 5.150 -7.219 0.375
H -1.321 6.801 -5.633 0.297
H -1.897 4.092 -4.218 0.226
H -3.171 5.218 -4.834 0.447
H -2.527 4.376 -2.048 0.189
H -3.824 5.524 -2.519 0.322
H -2.506 6.085 -1.445 0.277
C 3.637 -3.350 3.647 -1.535
C 3.329 -3.568 5.115 0.543
C 4.431 -4.281 5.849 -1.023
O 4.451 -4.330 7.216 -0.378
C 3.337 -5.110 7.689 -0.648
N 3.198 -2.244 5.876 -0.057
H 4.027 -1.654 5.676 0.441
H 2.291 -1.712 5.634 0.111
H 3.206 -2.411 6.888 0.464
H 2.880 -3.648 2.957 0.325
H 4.521 -3.948 3.410 0.419
H 3.885 -2.303 3.400 0.325
H 2.373 -4.098 5.208 0.328
H 5.346 -3.817 5.453 0.495
H 4.502 -5.292 5.393 0.463
H 2.343 -4.611 7.496 0.227
H 3.456 -5.032 8.785 0.250
H 3.331 -6.065 7.222 0.364
C 0.610 3.600 2.981 -1.555
C -0.198 2.746 3.838 0.479
C -1.584 3.302 3.889 -1.020
O -2.331 2.310 4.571 -0.266
C -3.745 2.333 4.232 -0.757
N -0.297 1.369 3.438 0.564
H 0.585 0.876 3.566 0.425
H -1.033 0.897 3.970 0.095
H -0.440 1.155 2.407 0.015
H 0.287 3.586 1.929 0.351
H 1.648 3.257 3.015 0.376
H 0.525 4.538 3.484 0.497
H 0.191 2.765 4.866 0.393
H -2.024 3.417 2.911 0.401
H -1.602 4.250 4.380 0.477
H -4.193 3.373 4.514 0.287
H -4.126 1.524 4.872 0.244
H -3.896 2.091 3.183 0.306
C 2.614 3.539 -2.576 0.639
F 3.835 3.667 -3.168 -0.241
F 2.665 2.901 -1.387 -0.155
F 2.194 4.855 -2.405 -0.254
S 1.488 2.672 -3.794 0.766
O 1.940 1.253 -3.749 -0.626
O 0.232 3.063 -3.284 -0.565
O 1.874 3.352 -5.016 -0.912
C -1.018 -1.852 0.841 0.462
F -1.104 -1.836 2.176 -0.142
F -0.143 -2.737 0.449 -0.212
F -2.250 -2.307 0.403 -0.243
S -0.648 -0.249 -0.015 1.011
O 0.788 -0.219 -0.126 -0.801
O -1.301 -0.395 -1.288 -0.854
O -1.208 0.771 0.885 -0.935
C -1.583 -1.983 5.617 0.651
F -2.329 -2.213 6.648 -0.212
F -1.183 -3.198 5.145 -0.238
F -2.376 -1.405 4.668 -0.223
S -0.078 -0.847 6.071 1.224
O -0.435 0.497 6.076 -0.583
O 0.377 -1.433 7.318 -0.702
O 0.916 -1.106 4.975 -0.966



b) 114
Properties=species:S:1:pos:R:3:mulliken_charge:R:1 method="wB97M-V/def2-TZVPD" homo_energy_ev=-8.88 total_charge=+2
C 3.298 -4.897 -4.208 -1.502
C 2.275 -3.809 -3.776 0.515
C 1.002 -3.886 -4.635 -0.933
O 0.337 -2.757 -4.324 -0.085
C -0.719 -2.434 -5.298 -1.016
N 1.983 -3.870 -2.265 0.044
H 1.261 -3.240 -1.947 0.130
H 1.730 -4.789 -1.932 0.429
H 2.840 -3.532 -1.851 0.451
H 2.863 -5.894 -4.135 0.390
H 4.260 -4.860 -3.697 0.414
H 3.478 -4.796 -5.279 0.410
H 2.665 -2.805 -3.946 0.046
H 0.235 -4.649 -4.498 0.401
H 1.187 -3.935 -5.708 0.476
H -0.331 -2.295 -6.307 0.434
H -1.310 -1.547 -5.069 0.240
H -1.471 -3.223 -5.299 0.399
C 1.073 -5.949 2.582 -1.563
C 1.189 -5.210 3.846 0.171
C 0.404 -3.821 3.715 -0.564
O 0.753 -3.115 4.898 -0.346
C -0.324 -2.308 5.320 -0.992
N 0.711 -6.065 5.055 -0.176
H 1.023 -5.698 5.943 0.353
H -0.297 -6.026 5.097 0.371
H 1.051 -7.015 5.098 0.376
H 1.410 -5.399 1.704 0.342
H 0.118 -6.375 2.275 0.413
H 1.596 -6.898 2.702 0.430
H 2.242 -5.035 4.069 0.230
H -0.645 -4.116 3.699 0.884
H 0.684 -3.380 2.759 -0.006
H -0.388 -2.014 6.368 0.357
H -1.232 -2.897 5.446 0.371
H -0.638 -1.598 4.556 0.389
C 1.656 -0.172 3.246 -1.077
C 3.114 -0.726 3.145 0.279
C 3.329 -2.175 3.662 -0.423
O 4.598 -2.669 3.584 -0.449
C 5.507 -2.249 4.538 -0.669
N 3.584 -0.712 1.669 -0.048
H 3.793 0.248 1.437 0.442
H 4.408 -1.097 1.230 0.412
H 2.752 -0.878 1.121 0.115
H 1.383 0.627 2.556 0.506
H 1.529 0.213 4.258 0.619
H 0.936 -0.959 3.024 -0.399
H 3.932 -0.062 3.427 0.496
H 2.819 -2.912 3.042 -0.090
H 3.073 -2.546 4.654 0.636
H 6.475 -2.600 4.182 0.277
H 5.285 -2.618 5.539 0.287
H 5.582 -1.162 4.579 0.313
C 2.047 0.999 -3.085 -1.103
C 1.646 1.131 -4.595 0.280
C 0.117 1.430 -4.824 -0.538
O -0.128 1.625 -6.242 -0.442
C -1.381 2.082 -6.631 -0.777
N 2.456 2.240 -5.232 -0.169
H 2.034 3.138 -5.041 0.349
H 3.429 2.219 -4.960 0.334
H 2.309 2.117 -6.223 0.403
H 1.978 1.994 -2.645 0.502
H 3.023 0.571 -2.856 0.401
H 1.317 0.404 -2.536 -0.120
H 1.929 0.219 -5.121 0.219
H -0.323 2.302 -4.340 0.659
H -0.402 0.507 -4.564 0.015
H -1.379 2.151 -7.719 0.294
H -1.556 3.114 -6.325 0.330
H -2.205 1.469 -6.267 0.312
C -1.730 4.619 0.196 -1.370
C -1.646 5.872 1.031 0.370
C -1.668 7.166 0.095 -0.919
O -1.703 8.323 0.863 -0.323
C -1.854 9.466 0.050 -0.794
N -2.918 6.010 1.877 -0.085
H -2.669 6.541 2.699 0.411
H -3.740 6.393 1.432 0.374
H -3.057 5.107 2.307 0.025
H -2.564 4.521 -0.500 0.412
H -1.654 3.672 0.732 0.199
H -0.793 4.577 -0.359 0.419
H -0.819 5.813 1.738 0.394
H -2.554 7.127 -0.538 0.468
H -0.834 7.160 -0.608 0.469
H -0.928 9.600 -0.510 0.332
H -1.994 10.344 0.680 0.278
H -2.717 9.539 -0.612 0.332
C -1.300 0.021 -0.785 0.382
F -0.827 0.370 -2.046 -0.130
F -1.235 1.124 -0.001 -0.168
F -2.515 -0.509 -0.813 -0.117
S -0.192 -1.406 -0.053 1.075
O -0.725 -1.798 1.251 -0.510
O -0.195 -2.461 -1.098 -0.928
O 1.172 -0.923 0.080 -1.105
C -1.052 2.259 3.761 0.456
F -0.376 3.392 3.519 -0.267
F -0.978 1.439 2.675 -0.116
F -0.364 1.651 4.687 -0.234
S -2.890 2.636 4.269 1.161
O -2.694 3.635 5.302 -0.678
O -3.524 3.101 3.032 -0.666
O -3.379 1.393 4.821 -0.612
C -6.306 1.349 -1.610 0.500
F -5.107 0.667 -1.566 -0.177
F -6.180 2.472 -1.009 -0.187
F -6.640 1.558 -2.878 -0.245
S -7.733 0.388 -0.849 1.096
O -7.600 -1.040 -1.076 -0.652
O -7.575 0.706 0.624 -0.677
O -8.924 0.996 -1.446 -0.653



Most stable: a)